{
  "formula": "C3H23NO8",
  "method": "ωB97M-V/def2-TZVPD",
  "spin_multiplicity": 1,
  "smiles": "C[C@H](O)CN.O.O.O.O.O.O.O",
  "homo_energy_ha": -0.361,
  "total_energy_ha": -784.7499,
  "e_above_lowest_kj_mol": 0.00,
  "e_lumo_ha": 0.0021,
  "elements": ["O", "C", "H", "H", "H", "O", "H", "H", "O", "H", "C", "H", "O", "O", "H", "H", "O", "H", "O", "H", "C", "H", "H", "H", "N", "H", "H", "H", "H", "O", "H", "H", "H", "H", "H"],
  "xyz": [[1.195, 3.644, 0.152], [-2.341, -1.740, 1.207], [1.755, 0.862, 2.449], [0.426, 0.476, 3.089], [-2.198, 0.606, -0.958], [1.366, 0.613, 3.296], [-3.429, -1.854, 1.144], [-3.291, -1.816, -1.442], [2.569, 1.315, 0.090], [0.360, 0.836, -1.952], [-1.781, -1.105, -0.066], [-1.917, -2.758, 1.170], [-0.894, 1.775, 1.392], [0.898, 1.618, -2.051], [3.397, -1.364, 1.416], [-1.388, 2.181, 2.109], [1.821, -1.029, -2.192], [-2.239, -1.034, -3.229], [2.579, -0.987, 1.763], [2.668, -0.966, 2.727], [-2.197, -1.885, -1.318], [-1.425, 1.031, 1.019], [1.532, 2.856, 0.602], [0.354, 3.764, 0.608], [-1.611, -1.066, -2.431], [2.299, 0.401, -0.062], [-0.662, -1.028, -0.034], [-0.663, -1.360, -2.590], [1.073, 2.197, -1.299], [-2.358, 0.190, -0.095], [-1.908, -2.947, -1.303], [2.313, -0.557, -2.892], [2.636, -1.287, -1.732], [3.142, 1.523, -0.653], [-2.083, -1.104, 2.065]]
}